[1]
{
  "formula": "C28H29CoNOP2",
  "method": "ωB97M-V with the def2-TZVPD basis set",
  "species": ["C", "C", "C", "C", "C", "C", "C", "C", "C", "C", "C", "C", "C", "H", "H", "H", "H", "H", "H", "H", "N", "Co", "C", "H", "H", "C", "H", "H", "P", "P", "C", "H", "H", "H", "C", "H", "H", "H", "C", "H", "H", "H", "C", "H", "H", "H", "C", "O", "H", "C", "C", "C", "C", "C", "C", "C", "C", "H", "H", "H", "H", "H"],
  "xyz": [[2.085, 4.356, -1.592], [1.213, 3.561, -0.866], [-0.046, 3.265, -1.514], [-0.144, 3.170, -2.963], [0.949, 3.727, -3.679], [1.932, 4.428, -2.994], [-1.376, 2.708, -3.508], [-2.409, 2.259, -2.635], [-2.214, 2.438, -1.208], [-3.139, 1.877, -0.240], [-4.444, 1.736, -0.683], [-4.720, 1.732, -2.072], [-3.707, 1.824, -3.027], [2.844, 4.941, -1.060], [1.039, 3.560, -4.757], [2.667, 5.008, -3.522], [-1.457, 2.505, -4.618], [-5.251, 1.694, 0.061], [-5.745, 1.569, -2.362], [-3.897, 1.513, -4.056], [-1.152, 3.121, -0.792], [0.437, -0.629, 0.724], [1.498, 3.143, 0.592], [0.719, 3.544, 1.264], [2.441, 3.618, 0.955], [-2.727, 1.580, 1.221], [-2.325, 2.516, 1.662], [-3.649, 1.341, 1.814], [1.585, 1.285, 0.773], [-1.447, 0.198, 1.370], [-2.578, -1.219, 1.169], [-1.975, -2.123, 1.312], [-3.411, -1.198, 1.879], [-2.962, -1.209, 0.144], [-1.165, 0.271, 3.178], [-2.063, -0.006, 3.739], [-0.361, -0.432, 3.416], [-0.843, 1.276, 3.472], [3.129, 1.026, -0.185], [3.953, 1.640, 0.204], [3.387, -0.037, -0.115], [2.949, 1.286, -1.235], [2.209, 1.152, 2.490], [2.333, 0.085, 2.722], [3.170, 1.673, 2.585], [1.479, 1.591, 3.180], [1.183, -1.990, 1.401], [1.682, -3.021, 1.619], [0.344, -0.090, -0.551], [-0.039, -0.941, -1.232], [-0.271, -1.628, -2.255], [-0.227, -2.864, -2.992], [0.952, -3.248, -3.668], [1.033, -4.468, -4.337], [-0.038, -5.365, -4.350], [-1.230, -4.961, -3.743], [-1.333, -3.741, -3.072], [1.771, -2.525, -3.716], [1.940, -4.707, -4.877], [0.048, -6.338, -4.834], [-2.102, -5.597, -3.819], [-2.289, -3.404, -2.664]],
  "homo_ev": [-8.36, -10.89],
  "charge": 1,
  "spin_multiplicity": 5,
  "energy_ha": -3279.37476
}

[2]
{
  "formula": "C28H29F3N4O2RuSb",
  "method": "ωB97M-V with the def2-TZVPD basis set",
  "species": ["Ru", "N", "C", "C", "N", "C", "C", "N", "H", "H", "H", "H", "H", "H", "H", "H", "H", "H", "H", "H", "H", "O", "C", "O", "C", "C", "C", "C", "C", "N", "H", "H", "H", "H", "F", "C", "C", "C", "C", "C", "C", "Sb", "C", "C", "C", "C", "F", "C", "C", "C", "C", "C", "C", "F", "C", "C", "H", "H", "H", "H", "H", "H", "H", "H", "H", "H", "H", "H"],
  "xyz": [[-0.328, 0.370, -0.009], [-1.423, -0.628, -1.567], [-1.817, -1.982, -1.124], [-0.532, -2.674, -0.690], [0.195, -1.849, 0.304], [-0.052, -2.238, 1.719], [-1.194, -1.411, 2.298], [-0.808, -0.006, 2.053], [-2.204, -0.136, -1.995], [-0.731, -0.745, -2.305], [-2.314, -2.550, -1.914], [-2.507, -1.874, -0.289], [0.120, -2.821, -1.553], [-0.762, -3.664, -0.292], [1.192, -1.864, 0.127], [0.866, -2.051, 2.277], [-0.274, -3.303, 1.800], [-1.353, -1.634, 3.354], [-2.125, -1.603, 1.767], [0.129, 0.134, 2.435], [-1.428, 0.640, 2.532], [3.629, 0.973, 0.400], [2.458, 1.004, 0.117], [1.473, 0.682, 0.927], [2.003, 1.453, -1.269], [2.870, 2.106, -2.127], [2.398, 2.585, -3.337], [1.057, 2.395, -3.647], [0.251, 1.720, -2.752], [0.706, 1.242, -1.582], [3.900, 2.217, -1.815], [3.055, 3.099, -4.025], [0.639, 2.754, -4.578], [-0.794, 1.544, -2.975], [-5.221, 3.391, -5.126], [-4.537, 3.173, -4.008], [-3.538, 4.062, -3.652], [-2.830, 3.829, -2.484], [-3.117, 2.726, -1.680], [-4.130, 1.849, -2.074], [-4.848, 2.064, -3.240], [-2.029, 2.265, 0.070], [-3.472, 2.260, 1.601], [-4.411, 1.227, 1.609], [-5.377, 1.156, 2.599], [-5.379, 2.124, 3.589], [-6.301, 2.061, 4.543], [-4.450, 3.149, 3.625], [-3.494, 3.209, 2.623], [-1.176, 4.257, 0.425], [-1.936, 5.471, 0.464], [-1.330, 6.667, 0.687], [0.078, 6.660, 0.877], [0.670, 7.788, 1.090], [0.873, 5.482, 0.848], [0.235, 4.300, 0.623], [-3.332, 4.914, -4.287], [-2.036, 4.520, -2.223], [-4.394, 0.990, -1.465], [-5.642, 1.401, -3.556], [-4.406, 0.459, 0.843], [-6.120, 0.371, 2.619], [-4.487, 3.874, 4.426], [-2.764, 4.009, 2.663], [-3.009, 5.428, 0.313], [-1.857, 7.612, 0.729], [1.940, 5.568, 1.010], [0.787, 3.365, 0.602]],
  "homo_ev": [-13.23, -13.22],
  "charge": 2,
  "spin_multiplicity": 2,
  "energy_ha": -2088.05270
}

[3]
{
  "formula": "C28H29FMnNO3S5",
  "method": "ωB97M-V with the def2-TZVPD basis set",
  "species": ["Mn", "C", "C", "C", "C", "C", "C", "C", "C", "C", "C", "H", "H", "H", "H", "H", "H", "H", "H", "H", "H", "H", "H", "H", "H", "H", "C", "C", "C", "C", "C", "C", "C", "F", "C", "C", "C", "O", "C", "C", "N", "C", "C", "O", "O", "H", "H", "H", "H", "H", "H", "H", "H", "H", "H", "H", "C", "S", "C", "C", "S", "S", "C", "S", "S", "H", "H", "H"],
  "xyz": [[0.217, 0.724, 0.090], [1.168, -1.052, -0.558], [2.090, -0.407, 0.305], [2.370, 0.875, -0.213], [1.680, 1.001, -1.461], [0.925, -0.178, -1.668], [0.083, -0.479, -2.870], [1.818, 2.159, -2.403], [3.286, 1.902, 0.376], [2.621, -0.968, 1.588], [0.581, -2.412, -0.327], [-0.669, -1.235, -2.641], [0.686, -0.849, -3.705], [-0.452, 0.409, -3.212], [1.451, 3.092, -1.971], [1.259, 1.982, -3.323], [2.866, 2.304, -2.682], [2.952, 2.910, 0.124], [4.313, 1.789, 0.009], [3.307, 1.832, 1.464], [1.938, -0.765, 2.415], [3.596, -0.538, 1.823], [2.747, -2.050, 1.511], [1.264, -3.214, -0.630], [-0.346, -2.539, -0.888], [0.347, -2.560, 0.729], [-5.265, -1.661, 4.721], [-5.743, -1.369, 3.311], [-6.890, -0.368, 3.307], [-7.472, -0.248, 1.908], [-6.387, -0.106, 0.869], [-6.696, 0.345, -0.397], [-5.693, 0.549, -1.334], [-6.050, 0.991, -2.563], [-4.376, 0.356, -1.039], [-4.037, -0.094, 0.241], [-2.612, -0.184, 0.594], [-1.760, 0.076, -0.277], [-2.340, -0.568, 1.941], [-3.371, -0.920, 2.755], [-4.678, -0.850, 2.433], [-5.039, -0.364, 1.181], [-0.960, -0.556, 2.569], [-0.795, -1.228, 3.591], [-0.102, 0.206, 2.027], [-6.112, -2.042, 5.291], [-4.905, -0.753, 5.208], [-4.478, -2.413, 4.754], [-6.097, -2.303, 2.857], [-6.501, 0.598, 3.636], [-7.655, -0.689, 4.016], [-8.127, 0.622, 1.847], [-8.084, -1.127, 1.681], [-7.720, 0.578, -0.665], [-3.581, 0.556, -1.742], [-3.109, -1.267, 3.743], [-2.233, 2.831, -2.830], [-2.581, 4.370, -1.947], [-2.885, 3.754, -0.334], [-1.948, 3.236, 0.500], [-0.265, 2.999, 0.155], [-2.578, 2.763, 2.065], [-4.231, 3.179, 1.827], [-5.417, 2.987, 2.978], [-4.526, 3.816, 0.265], [-1.832, 3.117, -3.802], [-3.142, 2.252, -2.975], [-1.487, 2.258, -2.279]],
  "homo_ev": [-4.16, -4.04],
  "charge": -1,
  "spin_multiplicity": 2,
  "energy_ha": -4606.82769
}

[4]
{
  "formula": "C28H29N2O2PdS",
  "method": "ωB97M-V with the def2-TZVPD basis set",
  "species": ["Pd", "C", "C", "C", "C", "C", "C", "C", "C", "N", "C", "C", "C", "C", "N", "C", "C", "C", "C", "C", "C", "C", "C", "H", "H", "H", "H", "H", "H", "H", "H", "H", "H", "H", "H", "H", "H", "H", "H", "H", "H", "H", "H", "H", "H", "H", "H", "S", "C", "O", "C", "O", "C", "C", "C", "C", "C", "C", "H", "H", "H", "H", "H"],
  "xyz": [[-0.735, -0.689, -0.927], [2.705, -3.737, -1.211], [3.023, -2.448, -1.918], [3.937, -2.431, -2.966], [4.231, -1.256, -3.638], [3.596, -0.078, -3.277], [2.666, -0.052, -2.245], [1.954, 1.217, -1.877], [2.411, -1.246, -1.568], [1.441, -1.234, -0.517], [1.810, -1.333, 0.697], [3.229, -1.377, 1.180], [0.707, -1.394, 1.758], [1.121, -1.628, 3.182], [-0.485, -1.280, 1.331], [-1.604, -1.291, 2.210], [-1.835, -0.240, 3.096], [-0.945, 0.971, 3.182], [-2.978, -0.303, 3.892], [-3.858, -1.366, 3.801], [-3.622, -2.379, 2.882], [-2.506, -2.349, 2.059], [-2.267, -3.413, 1.027], [2.851, -4.580, -1.885], [1.674, -3.762, -0.858], [3.358, -3.896, -0.348], [4.416, -3.358, -3.258], [4.947, -1.259, -4.449], [3.814, 0.842, -3.806], [2.371, 2.060, -2.426], [2.014, 1.435, -0.809], [0.887, 1.143, -2.115], [3.930, -1.172, 0.374], [3.464, -2.355, 1.605], [3.368, -0.643, 1.974], [1.865, -2.421, 3.244], [0.258, -1.898, 3.787], [1.569, -0.729, 3.608], [-0.320, 1.090, 2.299], [-0.304, 0.933, 4.066], [-1.556, 1.870, 3.263], [-3.178, 0.511, 4.579], [-4.740, -1.397, 4.427], [-4.322, -3.199, 2.785], [-3.084, -4.133, 1.026], [-1.336, -3.955, 1.208], [-2.197, -2.972, 0.026], [-3.462, -0.877, -2.595], [-2.348, -0.020, -1.792], [-2.555, 1.392, -1.824], [-1.766, 2.176, -1.069], [-1.073, 1.792, -0.152], [-1.842, 3.608, -1.488], [-1.223, 4.557, -0.683], [-1.247, 5.893, -1.047], [-1.884, 6.278, -2.219], [-2.500, 5.330, -3.025], [-2.484, 3.992, -2.660], [-0.728, 4.231, 0.222], [-0.770, 6.634, -0.419], [-1.901, 7.321, -2.506], [-2.995, 5.632, -3.937], [-2.967, 3.244, -3.273]],
  "homo_ev": [-6.66, -7.29],
  "spin_multiplicity": 2,
  "energy_ha": -1870.41496
}

[5]
{
  "formula": "C28H29N3O7",
  "method": "ωB97M-V with the def2-TZVPD basis set",
  "species": ["C", "C", "C", "C", "N", "C", "N", "C", "C", "C", "N", "C", "O", "C", "H", "H", "H", "H", "H", "H", "H", "H", "H", "H", "H", "H", "H", "H", "H", "H", "H", "O", "C", "C", "C", "C", "O", "C", "C", "H", "H", "H", "H", "O", "C", "C", "C", "C", "O", "C", "C", "H", "H", "H", "H", "O", "C", "C", "C", "C", "O", "C", "C", "H", "H", "H", "H"],
  "xyz": [[-1.448, -4.535, 0.205], [-0.387, -3.350, -0.306], [-0.459, -1.983, 0.594], [-0.317, -2.481, 2.184], [-0.092, -2.838, 3.432], [0.753, -0.913, 0.351], [1.784, -1.310, -0.676], [1.349, -1.043, -2.098], [-1.976, -1.326, 0.489], [-2.103, 0.125, 1.311], [-1.941, 1.412, 1.536], [-2.561, -1.218, -1.038], [-4.009, -0.850, -0.896], [-4.830, -2.084, -0.752], [-2.561, -4.169, 0.225], [-1.091, -4.999, 1.241], [-1.376, -5.432, -0.572], [-0.557, -3.124, -1.466], [0.686, -3.865, -0.255], [1.337, -0.766, 1.382], [0.388, 0.182, 0.055], [2.170, -2.267, -0.533], [0.292, -0.491, -2.141], [2.153, -0.316, -2.575], [1.350, -2.049, -2.699], [-2.679, -2.071, 1.103], [-2.066, -0.308, -1.606], [-2.555, -2.219, -1.647], [-5.037, -2.593, -1.787], [-5.898, -1.767, -0.326], [-4.396, -2.856, 0.013], [1.317, 4.358, 3.364], [0.390, 4.140, 4.132], [0.404, 4.650, 5.517], [-0.608, 4.409, 6.356], [-1.785, 3.624, 5.932], [-2.712, 3.406, 6.700], [-1.800, 3.114, 4.547], [-0.787, 3.355, 3.709], [1.274, 5.224, 5.812], [-0.613, 4.774, 7.375], [-2.670, 2.540, 4.252], [-0.783, 2.990, 2.689], [-1.955, -1.633, -4.018], [-1.653, -1.025, -5.035], [-1.195, -1.735, -6.246], [-0.863, -1.070, -7.356], [-0.942, 0.403, -7.421], [-0.640, 1.011, -8.439], [-1.401, 1.113, -6.211], [-1.733, 0.448, -5.100], [-1.143, -2.815, -6.182], [-0.524, -1.575, -8.252], [-1.453, 2.193, -6.274], [-2.072, 0.953, -4.204], [2.574, 1.908, 0.777], [3.691, 1.745, 1.249], [4.222, 2.644, 2.292], [5.443, 2.467, 2.806], [6.313, 1.364, 2.353], [7.430, 1.201, 2.825], [5.783, 0.464, 1.309], [4.562, 0.642, 0.796], [3.571, 3.449, 2.615], [5.847, 3.118, 3.571], [6.433, -0.340, 0.987], [4.157, -0.009, 0.030]],
  "homo_ev": -9.32,
  "smiles": "CC[C@@](C#N)(CNC)[C@@H](C#N)COC.O=C1C=CC(=O)C=C1.O=C1C=CC(=O)C=C1.O=C1C=CC(=O)C=C1",
  "spin_multiplicity": 1,
  "energy_ha": -1774.89046
}

[6]
{
  "formula": "C28H29OP3PtS2",
  "method": "ωB97M-V with the def2-TZVPD basis set",
  "species": ["Pt", "S", "P", "C", "P", "S", "C", "C", "C", "C", "C", "C", "C", "C", "C", "C", "C", "C", "C", "C", "C", "C", "C", "C", "C", "C", "C", "C", "C", "C", "H", "H", "H", "H", "H", "H", "H", "H", "H", "H", "H", "H", "H", "H", "H", "H", "H", "H", "H", "H", "C", "P", "C", "C", "O", "H", "H", "H", "H", "H", "H", "H", "H", "H"],
  "xyz": [[-0.274, -0.098, 2.047], [-0.628, -2.480, 1.449], [0.231, -1.835, -0.249], [0.252, -0.144, 0.306], [0.258, 1.510, -0.354], [-0.490, 2.279, 1.361], [-0.919, 1.701, -1.682], [-0.734, 2.423, -2.861], [-1.784, 2.544, -3.759], [-3.006, 1.945, -3.494], [-3.195, 1.225, -2.320], [-2.162, 1.108, -1.411], [1.961, 2.017, -0.565], [2.789, 1.728, 0.531], [4.113, 2.124, 0.520], [4.623, 2.808, -0.575], [3.813, 3.088, -1.665], [2.484, 2.694, -1.669], [1.920, -2.388, -0.406], [2.751, -1.822, -1.382], [4.065, -2.238, -1.483], [4.556, -3.200, -0.607], [3.735, -3.752, 0.365], [2.413, -3.347, 0.476], [-0.755, -2.116, -1.705], [-0.394, -1.532, -2.925], [-1.217, -1.684, -4.024], [-2.396, -2.414, -3.910], [-2.748, -3.003, -2.705], [-1.933, -2.851, -1.592], [0.197, 2.911, -3.088], [-1.644, 3.112, -4.669], [-3.822, 2.055, -4.196], [-4.152, 0.766, -2.110], [-2.320, 0.571, -0.483], [2.394, 1.206, 1.393], [4.744, 1.908, 1.371], [5.657, 3.128, -0.576], [4.213, 3.619, -2.517], [1.882, 2.924, -2.530], [2.382, -1.060, -2.057], [4.708, -1.816, -2.244], [5.589, -3.513, -0.680], [4.121, -4.502, 1.042], [1.773, -3.776, 1.234], [0.525, -0.967, -3.020], [-0.939, -1.243, -4.971], [-3.042, -2.525, -4.770], [-3.660, -3.579, -2.626], [-2.208, -3.307, -0.650], [-2.171, 2.291, 4.559], [-2.050, 0.525, 4.785], [-3.568, -0.217, 4.222], [-1.774, 0.161, 6.501], [-0.851, -0.051, 4.000], [-2.915, 2.719, 5.231], [-2.458, 2.503, 3.528], [-1.198, 2.741, 4.759], [-4.422, 0.173, 4.777], [-3.514, -1.298, 4.354], [-3.696, 0.009, 3.162], [-2.566, 0.573, 7.126], [-0.815, 0.588, 6.796], [-1.728, -0.920, 6.633]],
  "homo_ev": -14.43,
  "charge": 2,
  "spin_multiplicity": 1,
  "energy_ha": -3098.91239
}

[7]
{
  "formula": "C28H30AsN4PdS3",
  "method": "ωB97M-V with the def2-TZVPD basis set",
  "species": ["Pd", "S", "C", "C", "C", "C", "C", "C", "As", "C", "C", "C", "C", "C", "C", "C", "C", "C", "C", "C", "C", "H", "H", "H", "H", "H", "H", "H", "H", "H", "H", "H", "H", "H", "H", "N", "C", "S", "N", "C", "C", "C", "C", "C", "C", "H", "H", "H", "H", "H", "H", "H", "H", "C", "N", "C", "S", "N", "C", "H", "H", "H", "H", "H", "H", "H", "H"],
  "xyz": [[-0.861, 0.423, -1.330], [0.698, -1.276, -1.242], [1.475, -1.494, 0.298], [2.774, -2.002, 0.340], [3.323, -2.507, 1.492], [2.641, -2.362, 2.686], [1.442, -1.722, 2.724], [0.815, -1.282, 1.573], [-1.097, -0.829, 1.648], [-1.228, 1.076, 1.254], [-0.197, 1.946, 1.583], [-0.351, 3.301, 1.433], [-1.509, 3.857, 0.948], [-2.523, 3.008, 0.475], [-2.399, 1.636, 0.678], [-1.319, -0.715, 3.599], [-1.709, -1.943, 4.161], [-1.841, -1.994, 5.556], [-1.670, -0.834, 6.309], [-1.261, 0.351, 5.743], [-1.062, 0.399, 4.357], [3.298, -2.113, -0.628], [4.323, -2.932, 1.460], [3.178, -2.742, 3.520], [0.953, -1.507, 3.668], [0.745, 1.628, 2.002], [0.430, 3.962, 1.740], [-1.520, 4.941, 0.855], [-3.472, 3.405, 0.002], [-3.186, 0.985, 0.368], [-1.790, -2.782, 3.531], [-2.082, -2.879, 6.113], [-1.802, -0.933, 7.368], [-1.074, 1.282, 6.316], [-0.701, 1.311, 3.930], [-0.070, 1.943, -4.440], [0.637, 2.278, -3.381], [-0.209, 2.603, -1.883], [1.979, 2.343, -3.457], [2.933, 2.489, -2.376], [3.381, 3.706, -1.991], [4.340, 3.827, -0.961], [4.799, 2.670, -0.379], [4.278, 1.379, -0.762], [3.388, 1.319, -1.796], [-1.061, 1.870, -4.361], [0.303, 1.554, -5.281], [2.434, 2.072, -4.318], [2.957, 4.577, -2.436], [4.712, 4.785, -0.750], [5.491, 2.680, 0.426], [4.645, 0.511, -0.219], [2.964, 0.386, -2.162], [-1.823, -4.048, -2.464], [-1.476, -2.863, -3.203], [-2.338, -1.849, -3.358], [-1.643, -0.278, -3.547], [-3.710, -1.992, -3.371], [-4.404, -3.283, -3.598], [-0.866, -4.396, -2.057], [-2.220, -4.823, -3.143], [-2.462, -3.868, -1.603], [-0.556, -2.410, -3.019], [-4.186, -1.181, -3.618], [-4.291, -3.983, -2.793], [-3.939, -3.692, -4.465], [-5.432, -2.991, -3.764]],
  "homo_ev": [-10.18, -10.50],
  "charge": 1,
  "spin_multiplicity": 3,
  "energy_ha": -4861.99565
}

Max |F| (eV/A)
8.56 0.88 0.52 0.58 12.54 1.11 3.94